101
Properties=species:S:1:pos:R:3 method="wB97M-V/def2-TZVPD" gap_ev="5.2412 / 5.6595" homo_ev="-5.334 / -5.801" e_above_lowest_kcal_mol=161.9 charge=0 multiplicity=4 e_tot_ha=-4201.958965
C -2.72 1.88 2.48
C 0.76 -3.30 1.54
C -4.16 -0.68 -1.39
H 3.97 5.32 -1.03
C -0.60 3.15 -3.02
C 3.12 -3.02 -1.60
C -1.14 0.42 -3.17
C -4.36 1.87 0.74
C 1.75 -0.53 2.35
H 3.78 -2.19 -1.83
H -1.40 0.71 -5.29
H -0.88 3.14 -5.13
H 3.87 2.89 -0.80
H 0.27 -3.90 -1.32
C -3.91 -1.18 -0.11
O -1.72 -1.78 -3.95
C 3.01 0.50 -2.39
C -0.51 2.72 -0.48
C 5.31 -0.11 -2.73
C -1.14 -1.54 2.87
C -3.16 3.13 2.89
H -3.63 0.19 -1.75
C 2.27 0.60 1.70
H 1.17 5.94 2.09
O 0.68 3.58 -0.19
C 3.13 4.90 -0.48
C -1.18 1.17 -4.34
V -0.55 -0.08 -0.39
H 3.63 2.28 1.80
H -4.20 -1.96 5.26
C 1.92 -4.89 -2.38
C 4.06 0.21 -3.25
C 1.89 2.75 -0.24
H 1.64 -5.46 -3.26
H 1.98 -1.76 4.10
H -1.92 -2.55 6.03
H -0.41 4.21 -2.97
C 3.77 1.04 3.54
C -4.20 3.76 2.22
C -0.61 2.37 -1.84
C -4.80 3.12 1.14
N -0.86 1.02 -1.97
C 3.32 -0.11 4.17
H 4.11 -4.86 -2.25
H -5.27 -0.92 -3.20
H -1.83 -2.66 -3.57
H 3.73 -0.40 5.13
H 1.07 -3.64 2.53
C -4.54 -2.34 0.31
O 1.78 -2.57 -1.79
H 6.47 -0.41 -0.95
C 3.26 1.39 2.30
H -0.21 3.87 1.67
H -4.32 -2.77 1.28
C -3.53 -1.35 3.32
H -4.52 -1.05 2.99
C 3.28 -4.21 -2.53
H 4.60 0.10 0.57
C -0.99 -2.02 4.18
C 0.97 -3.70 -2.13
H -4.54 4.73 2.54
H -5.62 3.60 0.61
Si 0.27 -1.47 1.55
H 0.41 -3.45 -3.03
H 3.90 0.22 -4.32
O -0.53 1.81 0.49
C 1.35 5.34 1.21
C -1.33 -0.97 -2.94
C 2.42 5.74 0.30
P 1.71 0.90 -0.01
C -5.72 -2.47 -1.78
C -5.45 -2.98 -0.53
H -0.11 -3.90 1.25
H -2.69 3.61 3.74
H -5.94 -3.89 -0.19
C 5.50 -0.14 -1.36
C -0.88 2.53 -4.23
H 3.28 -3.32 -0.56
H 2.73 6.77 0.35
H -0.01 -2.30 4.54
H -4.85 1.39 -0.10
C -2.07 -2.17 5.03
C 0.56 4.28 1.04
C -5.08 -1.32 -2.22
H 4.54 1.66 4.00
C -2.44 -1.21 2.46
H 1.92 -5.57 -1.53
C 3.20 0.49 -1.01
C -3.36 -1.84 4.59
C 4.45 0.15 -0.50
H 2.03 0.73 -2.80
C 2.99 3.46 -0.54
C -3.32 1.24 1.40
H 6.13 -0.34 -3.40
H 3.44 -3.87 -3.55
H -1.89 1.41 3.01
H -6.43 -2.96 -2.43
C 2.32 -0.87 3.58
P -2.59 -0.36 0.86
H 1.56 -3.53 0.84
O -1.15 -1.45 -1.79

13
Properties=species:S:1:pos:R:3 method="wB97M-V/def2-TZVPD" gap_ev=8.1478 homo_ev=-14.951 e_above_lowest_kcal_mol=88.4 charge=+1 e_tot_ha=-286.494447
C -0.98 -0.01 -0.52
H -1.06 0.65 1.63
H -1.54 -1.19 1.40
H -1.86 -0.47 -0.99
C -0.44 1.20 -1.21
H 1.75 -1.09 1.24
C -1.00 -0.23 1.07
H 2.19 -1.34 -0.41
N 0.84 1.44 -0.78
C 0.13 -0.48 0.28
H -0.84 1.81 -1.96
C 1.64 -0.79 0.23
C 1.17 0.51 0.02

19
Properties=species:S:1:pos:R:3 method="wB97M-V/def2-TZVPD" gap_ev=10.3321 homo_ev=-9.242 e_above_lowest_kcal_mol=31.3 charge=0 e_tot_ha=-273.858632
C -0.43 0.05 -2.46
C 0.53 -0.50 0.99
H -0.51 -0.85 0.99
H -0.59 1.10 -2.70
H 0.01 1.57 1.00
H 0.04 1.88 3.51
H 1.11 -1.21 1.59
H -2.29 -0.79 -3.02
H 1.62 1.24 1.66
C 1.10 -0.49 -0.41
C -1.23 -0.93 -3.26
C 0.58 0.88 1.65
H -1.08 -0.70 -4.33
H -0.96 -1.97 -3.07
H 0.57 0.21 3.72
H -1.03 0.54 3.06
C 0.01 0.88 3.06
H 2.18 -0.65 -0.52
C 0.37 -0.25 -1.47

76
Properties=species:S:1:pos:R:3 method="wB97M-V/def2-TZVPD" gap_ev=5.3374 homo_ev=-11.237 e_above_lowest_kcal_mol=1.9 charge=+1 e_tot_ha=-4192.257579
C -0.46 -1.79 4.48
H 1.45 0.12 2.46
H -4.91 1.85 -3.10
F -1.36 -4.14 -2.89
H 2.52 1.11 0.90
H -4.18 4.04 -1.81
C 2.46 -3.25 8.50
S -1.29 2.18 -2.97
F -0.45 -0.85 -3.64
F 0.19 -3.42 -4.22
C 2.29 1.75 -2.38
F 2.07 -4.40 4.41
Sb 2.74 -2.18 0.56
C -0.64 -3.09 -3.25
H -1.66 4.55 -2.84
F 0.21 -2.84 -2.11
F 3.37 -0.28 6.47
N -2.85 0.85 4.13
O -1.00 1.41 -1.67
H 4.46 -4.63 -0.26
C 5.74 -1.52 0.16
H 2.24 3.00 -0.65
F 0.32 -1.85 8.03
C 0.36 -2.16 6.75
C -1.18 -1.04 3.59
C 0.43 -2.84 4.05
C 4.02 -1.91 3.32
C 2.33 1.99 -1.02
C -3.92 2.05 -2.70
C 2.35 -3.58 7.11
C -0.96 -1.09 2.18
H 4.89 -2.01 5.29
H -3.89 4.03 -3.54
C 1.29 -3.44 4.88
F 8.70 -3.32 -0.77
H -2.74 0.42 -3.67
C 7.06 -1.78 -0.14
Ca -0.16 -0.61 -1.31
H 2.40 0.34 -3.98
C 3.28 -0.60 5.17
H 5.45 -0.51 0.43
C 2.47 0.91 -0.16
C -3.62 3.55 -2.60
C 2.21 -0.35 3.06
F -1.36 -0.68 6.38
H 2.67 -1.58 -2.45
N -0.79 -1.00 1.05
H -3.85 1.58 -1.72
C 4.14 -1.55 4.66
C 6.51 -4.11 -0.52
C -2.11 3.69 -2.36
C 4.78 -2.54 0.12
C 1.38 -3.10 6.29
H 6.84 -5.10 -0.79
H -2.91 1.90 -4.62
F -2.03 -1.57 -2.24
C 3.42 -4.41 6.64
C -2.83 1.50 -3.61
C -1.50 -1.88 -3.59
C -2.10 0.00 3.95
C 3.05 -1.32 2.50
C 2.57 -0.59 -2.03
C 2.59 -0.40 -0.64
C 5.18 -3.83 -0.22
H 1.70 0.80 4.82
F 2.13 2.79 -3.21
N 4.32 -5.04 6.31
C 2.42 0.48 -2.91
H 4.69 -2.66 2.92
N 2.61 -3.05 9.62
C -0.50 -1.56 5.91
F 0.38 -3.22 2.78
H -1.85 3.69 -1.30
C 7.42 -3.07 -0.48
H 7.82 -1.00 -0.11
C 2.33 0.03 4.39